# 1
C28H28Cl3F6N2O6PPrS3 as an isolated structure. Source: the OMol25 dataset; level of theory: the ωB97M-V functional and the def2-TZVPD basis.

**Net charge**: -1
**Relative energy (zero: lowest compared OMol25 entry of this formula, charge and spin)**: 16.9 kcal/mol
**Strongest force on any atom**: 1.013 eV/A
**HOMO level (alpha / beta)**: -4.87 / -4.87 eV
**<S²>**: 2.0025
**2S+1**: 3
**Energy**: -154495.2037 eV

Each line ends with the Löwdin charge.
Positions of all 78 atoms, in Å:
1 Pr 0.52778 0.59696 0.46943  0.855
2 F 5.37103 2.02318 3.10299  0.155
3 C 4.88207 0.83450 2.77952  -0.685
4 F 5.53266 0.37088 1.72194  0.162
5 F 5.05284 0.00470 3.79654  0.160
6 S 3.09985 0.99485 2.32563  0.608
7 O 2.65025 -0.28169 1.82016  -0.339
8 O 3.00291 2.04259 1.34289  -0.303
9 N 2.48209 1.38845 3.73697  -0.263
10 S 1.10878 2.14538 3.73001  0.601
11 O 0.38771 1.98260 4.94550  -0.252
12 O 0.38503 1.92328 2.47314  -0.470
13 C 1.48467 3.96594 3.66376  -0.669
14 F 1.81566 4.36026 2.44900  0.162
15 F 0.40093 4.63895 4.05025  0.139
16 F 2.48027 4.25014 4.50273  0.141
17 Cl 0.05361 -1.24412 3.62944  0.764
18 C 0.89817 -2.76674 3.82239  -0.604
19 C 1.11085 -3.15264 5.13650  -0.133
20 C 1.76103 -4.34338 5.41133  -0.107
21 C 2.18497 -5.12963 4.35218  -0.143
22 C 1.95629 -4.71682 3.05449  -0.683
23 Cl 2.53065 -5.77884 1.79368  0.622
24 C 1.30662 -3.51439 2.70420  -0.677
25 S 1.10740 -3.07879 1.03198  0.692
26 H 0.76403 -2.50164 5.92592  0.096
27 H 1.93665 -4.65322 6.43198  0.095
28 H 2.69845 -6.06641 4.51557  0.093
29 C 0.45119 -2.93368 -7.33534  -0.063
30 C 0.44690 -2.29894 -5.97327  -0.275
31 C -0.00285 -3.00258 -4.86263  -0.012
32 C 0.00063 -2.44100 -3.59132  -0.191
33 C -0.49635 -3.21933 -2.40854  -0.027
34 C 0.47893 -1.14141 -3.43991  -0.049
35 C 0.93521 -0.40788 -4.53276  -0.194
36 C 1.41803 1.00303 -4.36839  -0.034
37 C 0.90641 -1.00119 -5.79002  -0.015
38 C 0.47501 -0.52734 -2.07473  -0.601
39 O 1.56572 -0.41340 -1.44072  -0.088
40 O -0.61177 -0.14948 -1.56206  -0.104
41 H -0.05786 -3.89725 -7.31855  0.068
42 H 1.47035 -3.10518 -7.68896  0.078
43 H -0.04541 -2.30309 -8.07512  0.075
44 H -0.36408 -4.01788 -4.98467  0.109
45 H -0.77265 -4.23252 -2.70159  0.078
46 H -1.36549 -2.74154 -1.95389  0.078
47 H 0.26545 -3.29876 -1.63023  0.050
48 H 0.58000 1.69260 -4.24039  0.091
49 H 1.97809 1.31820 -5.24897  0.076
50 H 2.05120 1.12146 -3.49158  0.049
51 H 1.26111 -0.43081 -6.64229  0.114
52 N -1.84844 -2.41016 0.95499  0.038
53 C -0.86841 -1.70768 0.82330  -0.370
54 H -1.68443 -3.39708 1.14323  0.063
55 C -3.99421 -0.02553 1.14370  -0.272
56 P -2.58925 1.11240 1.39186  0.926
57 C -3.00435 1.94043 2.96187  -0.265
58 C -2.97365 2.38902 0.13961  -0.374
59 C -3.09457 2.00102 -1.19379  -0.107
60 C -3.33890 2.93904 -2.18192  -0.085
61 C -3.44542 4.28518 -1.86105  -0.097
62 C -3.30033 4.68578 -0.54186  -0.090
63 C -3.06789 3.74372 0.45130  -0.095
64 H -3.84052 -0.57579 0.21790  0.029
65 H -4.94227 0.51384 1.11406  0.047
66 H -4.00668 -0.76284 1.94537  0.035
67 H -3.97679 2.43593 2.92325  0.048
68 H -2.23598 2.66425 3.22995  0.029
69 H -3.02272 1.18652 3.75010  0.047
70 H -2.95571 0.96376 -1.47507  0.099
71 H -3.42322 2.61993 -3.21313  0.104
72 H -3.62188 5.01959 -2.63602  0.096
73 H -3.36015 5.73467 -0.27978  0.099
74 H -2.94694 4.08210 1.47189  0.093
75 Cl 1.97171 3.08300 -1.39908  0.438
76 C 0.26835 2.87739 -0.66467  -0.621
77 H -0.38979 2.96231 -1.53274  -0.024
78 H 0.15144 3.77280 -0.04751  -0.020


# 2
C28H28Cl4N8O2RuS3 as an isolated structure. Source: the OMol25 dataset; level of theory: the ωB97M-V functional and the def2-TZVPD basis.

**Net charge**: +1
**Relative energy (zero: lowest compared OMol25 entry of this formula, charge and spin)**: 55.3 kcal/mol
**Strongest force on any atom**: 3.628 eV/A
**HOMO level (alpha / beta)**: -8.74 / -8.96 eV
**<S²>**: 0.9537
**2S+1**: 2
**Energy**: -130677.7789 eV

Each line ends with the Löwdin charge.
Positions of all 74 atoms, in Å:
1 Ru -0.46582 0.43253 -0.05653  0.932
2 Cl -7.42517 -0.75953 -0.73743  0.690
3 C -5.92887 0.04510 -0.54578  -0.717
4 C -5.92377 1.47406 -0.34871  -0.717
5 Cl -7.41101 2.31329 -0.33589  0.693
6 C -4.74787 2.15064 -0.16991  -0.638
7 Cl -4.69256 3.84897 0.10505  0.710
8 C -3.50160 1.46014 -0.18632  -0.421
9 O -2.37736 2.01564 -0.03269  -0.210
10 C -3.50675 0.01801 -0.40364  -0.397
11 O -2.39630 -0.57648 -0.42746  -0.175
12 C -4.75744 -0.65595 -0.56969  -0.632
13 Cl -4.70544 -2.35505 -0.79426  0.718
14 S 1.77989 -6.02602 -1.13896  1.037
15 C 1.21159 -4.35766 -0.99212  -0.494
16 C 0.01483 -4.12325 -0.32337  -0.061
17 C -0.46208 -2.82879 -0.22979  -0.121
18 N 0.17654 -1.77503 -0.74882  -0.036
19 C 1.32456 -2.01048 -1.39467  -0.169
20 C 1.87173 -3.26819 -1.54798  -0.042
21 C 3.54046 -5.78281 -1.09501  -0.542
22 C 4.19768 -5.62300 0.11659  -0.075
23 C 5.57141 -5.43786 0.09848  -0.132
24 N 6.29878 -5.40760 -1.01770  0.072
25 C 5.65634 -5.57644 -2.17022  -0.130
26 C 4.28428 -5.77155 -2.26464  -0.086
27 H -0.53496 -4.93713 0.13045  0.115
28 H -1.39986 -2.62181 0.27115  0.103
29 H 1.81762 -1.14155 -1.81520  0.085
30 H 2.80376 -3.38691 -2.08347  0.114
31 H 3.65086 -5.64188 1.04957  0.109
32 H 6.11661 -5.31148 1.02681  0.110
33 H 6.26585 -5.55399 -3.06638  0.112
34 H 3.80856 -5.91351 -3.22579  0.111
35 C 1.84881 4.26282 1.66606  -0.040
36 N 1.69965 2.90842 1.14708  -0.022
37 C 2.12273 1.74156 1.60343  -0.713
38 S 1.80537 0.27801 0.70053  0.661
39 N 2.80401 1.57638 2.74057  -0.019
40 C 3.37512 2.54493 3.67295  -0.046
41 H 1.70666 4.94200 0.82907  0.098
42 H 2.84264 4.43404 2.06369  0.078
43 H 1.10264 4.49225 2.42792  0.096
44 H 1.11546 2.82208 0.32015  0.010
45 H 3.11253 0.62347 2.85674  0.113
46 H 4.31647 2.95695 3.30905  0.098
47 H 3.56270 2.02145 4.60664  0.096
48 H 2.67920 3.34931 3.88119  0.076
49 N -1.84372 0.32916 7.30256  0.194
50 C -1.66450 0.33422 6.16899  -0.152
51 C -1.41323 0.35349 4.74725  -0.199
52 C -1.82235 1.43085 3.97508  0.028
53 C -1.51680 1.43331 2.62655  -0.077
54 N -0.83715 0.43653 2.04190  -0.084
55 C -0.46629 -0.61127 2.78940  -0.128
56 C -0.72938 -0.69146 4.14260  0.018
57 H -2.36915 2.25399 4.41202  0.134
58 H -1.80516 2.25327 1.98665  0.107
59 H 0.07116 -1.39743 2.27818  0.091
60 H -0.40889 -1.55142 4.71262  0.132
61 C -2.82024 3.54203 -3.31200  -0.032
62 N -1.74691 2.90051 -2.55675  0.010
63 C -0.59573 2.40215 -2.96635  -0.709
64 S 0.55627 1.81261 -1.78876  0.642
65 N -0.19042 2.35436 -4.23404  -0.025
66 C -0.91285 2.62381 -5.47557  -0.047
67 H -3.62803 3.73735 -2.61024  0.068
68 H -3.20387 2.90575 -4.10452  0.087
69 H -2.49636 4.49451 -3.72812  0.094
70 H -1.89544 2.79914 -1.55319  0.067
71 H 0.71717 1.92765 -4.32869  0.108
72 H -1.30034 3.63691 -5.50961  0.081
73 H -1.72377 1.91331 -5.62772  0.094
74 H -0.20247 2.50862 -6.28900  0.094


# 3
C28H28ClN5O2RuS4 as an isolated structure. Source: the OMol25 dataset; level of theory: the ωB97M-V functional and the def2-TZVPD basis.

**Net charge**: +1
**Relative energy (zero: lowest compared OMol25 entry of this formula, charge and spin)**: 0.0 kcal/mol
**Strongest force on any atom**: 0.555 eV/A
**HOMO level (alpha / beta)**: -10.55 / -10.51 eV
**<S²>**: 0.7578
**2S+1**: 2
**Energy**: -99477.8267 eV

Each line ends with the Löwdin charge.
Positions of all 69 atoms, in Å:
1 Ru 1.34506 -1.83369 0.82373  0.811
2 C 2.48769 -0.22780 5.63471  -0.424
3 S 3.87702 -0.76307 4.62214  0.892
4 C 3.09434 -1.44192 3.22824  -1.108
5 S 1.36760 -1.64217 3.13917  0.660
6 N 3.90578 -1.83972 2.28923  -0.082
7 N 3.21475 -2.46153 1.27229  -0.223
8 C 3.75633 -3.47669 0.70997  -0.031
9 C 2.89064 -4.25968 -0.15783  -0.250
10 C 3.31180 -5.37367 -0.87104  0.005
11 C 2.37067 -6.09889 -1.57973  -0.032
12 C 1.04193 -5.69908 -1.54495  -0.024
13 C 0.69818 -4.57561 -0.81389  -0.124
14 N 1.60082 -3.86960 -0.13729  -0.038
15 H 2.94105 0.22236 6.51590  0.039
16 H 1.87506 -1.07247 5.93934  0.031
17 H 1.88421 0.51405 5.11817  0.031
18 H 4.75903 -3.78294 0.98367  0.143
19 H 4.35420 -5.66102 -0.85629  0.124
20 H 2.66686 -6.97193 -2.14512  0.119
21 H 0.27538 -6.25132 -2.06948  0.116
22 H -0.32338 -4.22794 -0.74716  0.114
23 S 1.30458 -1.42308 -1.65870  0.807
24 C 0.80197 0.18062 -1.54450  -0.623
25 N -0.08178 0.74472 -2.34572  -0.075
26 C -0.45743 2.15391 -2.16488  -0.079
27 C 0.75799 2.95628 -1.79732  -0.076
28 N 1.38769 2.35569 -0.62099  -0.091
29 C 1.83213 3.30028 0.41167  -0.098
30 C 0.61605 3.84663 1.12112  -0.218
31 C 0.45950 5.21537 1.29746  -0.039
32 C -0.66369 5.71248 1.94531  -0.067
33 C -1.63844 4.84138 2.40892  -0.070
34 C -1.48675 3.47183 2.23054  -0.060
35 C -0.36236 2.97328 1.59219  -0.032
36 C 1.42841 1.05091 -0.47185  -0.587
37 S 2.20688 0.32526 0.84046  0.808
38 C -0.86776 -0.00019 -3.33433  -0.097
39 C -2.33394 0.27740 -3.12226  -0.228
40 C -2.85889 0.21923 -1.83243  -0.046
41 C -4.19807 0.49715 -1.61355  -0.061
42 C -5.02662 0.81127 -2.68467  -0.069
43 C -4.50835 0.86311 -3.96897  -0.066
44 C -3.16038 0.60870 -4.18682  -0.034
45 H -1.21468 2.23012 -1.38123  0.140
46 H -0.89473 2.50869 -3.09569  0.148
47 H 0.46057 3.96785 -1.52640  0.141
48 H 1.48003 3.00704 -2.61655  0.149
49 H 2.39439 4.09468 -0.07977  0.139
50 H 2.50259 2.78274 1.09293  0.091
51 H 1.21714 5.89795 0.92891  0.116
52 H -0.77802 6.77969 2.08107  0.110
53 H -2.51635 5.22775 2.90922  0.109
54 H -2.24434 2.78633 2.59032  0.104
55 H -0.25349 1.89966 1.46861  0.101
56 H -0.63784 -1.05597 -3.20432  0.085
57 H -0.54386 0.30221 -4.33207  0.143
58 H -2.19877 -0.00983 -1.00063  0.099
59 H -4.59984 0.47945 -0.60705  0.108
60 H -6.07350 1.02422 -2.51429  0.110
61 H -5.14958 1.11513 -4.80297  0.110
62 H -2.75408 0.66632 -5.19021  0.116
63 Cl -3.06181 -0.70652 2.54464  0.590
64 C -2.74557 -2.03343 1.39268  -0.465
65 C -1.25767 -2.12207 1.13774  -0.755
66 O -0.62001 -3.14251 1.44420  -0.071
67 O -0.66756 -1.12194 0.60855  -0.221
68 H -3.28127 -1.80596 0.47401  0.067
69 H -3.10749 -2.95945 1.82383  0.085